Entry from the OMol25 dataset: an isolated ion of composition C20H20F4N and charge +1 at a distorted geometry (ωB97M-V/def2-TZVPD).

Cartesian coordinates (Å):
F 6.631 -0.466 -1.974
C 5.488 0.280 -1.825
C 5.591 1.673 -1.895
C 4.403 2.394 -1.784
F 4.454 3.764 -1.890
C 3.161 1.797 -1.562
C 3.099 0.390 -1.403
C 1.828 -0.267 -1.040
C 0.609 0.346 -0.974
C -0.645 -0.420 -0.537
C -1.970 0.402 -1.009
C -1.984 1.791 -1.186
C -3.188 2.389 -1.603
F -3.200 3.745 -1.798
C -4.349 1.669 -1.885
C -4.278 0.308 -1.661
F -5.410 -0.450 -1.798
C -3.109 -0.362 -1.322
N -0.679 -0.625 1.005
C -2.098 -1.073 1.345
C -2.322 -1.406 2.803
C -1.211 -2.207 3.508
C 0.128 -1.545 3.238
C 0.463 -1.281 1.748
C 4.284 -0.380 -1.609
H 6.546 2.168 -2.066
H 2.259 2.401 -1.441
H 1.877 -1.349 -0.843
H 0.503 1.332 -1.444
H -0.670 -1.438 -0.969
H -1.111 2.420 -0.939
H -5.290 2.165 -2.099
H -3.087 -1.446 -1.182
H -0.604 0.363 1.272
H -2.468 -1.907 0.731
H -2.683 -0.180 1.113
H -3.235 -2.005 2.847
H -2.485 -0.497 3.399
H -1.414 -2.218 4.610
H -1.227 -3.261 3.220
H 0.162 -0.617 3.822
H 0.903 -2.219 3.606
H 0.851 -2.207 1.303
H 1.237 -0.505 1.708
H 4.242 -1.468 -1.538

Summary:
HOMO-LUMO gap in eV: 8.5
Max |F| in eV/A: 1.7
Multiplicity: 1
HOMO energy in eV: -11.99
Structure (SMILES): Fc1cc(F)cc(/C=C/[C@H](c2cc(F)cc(F)c2)[NH+]2CCCCC2)c1
Charge: +1

Entry from the OMol25 dataset: one molecule with the formula C20H20FN5O3S2 at a distorted geometry (ωB97M-V/def2-TZVPD).

Cartesian coordinates (Å):
C 2.280 3.140 -1.756
N 2.036 1.732 -1.989
C 0.846 1.262 -2.425
O 0.612 0.073 -2.541
C -0.228 2.281 -2.796
S -1.811 1.655 -2.145
C -1.242 1.403 -0.530
N -0.173 1.953 -0.016
N 0.012 1.422 1.199
C -0.935 0.554 1.429
C -1.069 -0.227 2.641
C 0.073 -0.632 3.333
C -0.078 -1.376 4.488
C -1.364 -1.692 4.907
N -2.452 -1.295 4.270
C -2.312 -0.578 3.173
N -1.786 0.504 0.345
C -2.867 -0.360 0.106
C -2.692 -1.738 0.165
C -3.760 -2.580 -0.082
C -5.004 -2.060 -0.397
C -5.192 -0.691 -0.463
C -4.124 0.148 -0.209
F -4.307 1.481 -0.239
C 2.977 0.786 -1.396
C 3.513 -0.253 -2.396
C 4.452 -1.160 -1.627
S 3.731 -1.205 0.059
O 4.681 -0.652 0.987
O 3.199 -2.503 0.368
C 2.401 -0.007 -0.235
H 2.047 3.720 -2.650
H 1.687 3.499 -0.910
H 3.333 3.287 -1.531
H -0.072 3.270 -2.382
H -0.349 2.325 -3.878
H 1.049 -0.370 2.954
H 0.782 -1.711 5.045
H -1.536 -2.286 5.795
H -3.235 -0.257 2.707
H -1.717 -2.135 0.402
H -3.615 -3.648 -0.033
H -5.834 -2.721 -0.592
H -6.151 -0.260 -0.702
H 3.824 1.364 -1.015
H 2.670 -0.821 -2.791
H 4.017 0.243 -3.227
H 4.499 -2.171 -2.014
H 5.451 -0.745 -1.521
H 2.216 0.593 0.650
H 1.516 -0.562 -0.531

Summary:
HOMO-LUMO gap in eV: 9.0
Max |F| in eV/A: 1.3
Multiplicity: 1
HOMO energy in eV: -8.59
Structure (SMILES): CN(C(=O)CSc1nnc(-c2cccnc2)n1-c1ccccc1F)[C@@H]1CCS(=O)(=O)C1

Entry from the OMol25 dataset: C20H20I3N5O3Pd as an isolated structure (ωB97M-V/def2-TZVPD).

Cartesian coordinates (Å):
Pd -0.375 -0.190 0.028
I 0.041 2.562 4.492
C 1.481 1.638 3.302
C 2.810 1.645 3.706
C 3.771 1.057 2.905
I 5.756 1.128 3.570
C 3.457 0.436 1.671
C 4.382 -0.135 0.757
C 3.889 -0.618 -0.476
C 2.546 -0.617 -0.742
N 1.636 -0.181 0.157
C 2.085 0.414 1.326
C 1.067 1.037 2.101
O -0.161 1.038 1.681
H 3.086 2.112 4.642
H 5.438 -0.135 0.981
H 4.571 -0.984 -1.235
H 2.136 -0.958 -1.684
I 1.227 6.863 -0.190
C 0.742 4.926 -0.643
C -0.518 4.368 -0.644
N -0.356 3.080 -0.978
N 0.916 2.762 -1.209
C 1.604 3.873 -1.001
H -1.484 4.780 -0.412
H -1.105 2.384 -1.114
H 2.678 3.873 -1.093
O -2.961 -1.916 1.428
C -3.291 -0.989 0.715
C -4.753 -0.639 0.429
C -4.660 0.427 -0.645
C -3.173 0.760 -0.676
O -2.732 1.722 -1.302
N -2.455 -0.121 0.058
H -5.196 -0.268 1.356
H -5.286 -1.545 0.143
H -5.238 1.332 -0.460
H -4.931 0.055 -1.636
C -1.886 -3.236 -1.655
C -0.444 -2.781 -1.370
C 0.466 -3.385 -2.452
C -0.008 -3.298 0.005
N -0.441 -1.334 -1.545
H -1.944 -4.332 -1.663
H -2.208 -2.856 -2.626
H -2.562 -2.869 -0.885
H 0.427 -4.480 -2.422
H 1.501 -3.078 -2.297
H 0.148 -3.044 -3.439
H -0.067 -4.395 0.034
H -0.648 -2.892 0.790
H 1.020 -2.998 0.217

Summary:
HOMO-LUMO gap (alpha / beta) in eV: 3.0 / 5.0
Max |F| in eV/A: 0.4
Multiplicity: 3
Expectation value of S²: 2.026
HOMO energy (alpha / beta) in eV: 0.76 / -1.23
Charge: -2

Entry from the OMol25 dataset: one molecule with the formula C20H20N2O6 at a distorted geometry (ωB97M-V/def2-TZVPD).

Cartesian coordinates (Å):
C -1.206 -1.153 3.070
O -2.115 -0.844 2.042
C -1.669 -0.831 0.760
C -0.346 -1.016 0.389
C 0.033 -0.995 -0.949
C 1.494 -1.205 -1.307
C 1.974 -2.563 -0.836
C 1.603 -3.688 -1.576
N 1.326 -4.615 -2.198
C 2.690 -2.702 0.310
N 3.006 -3.892 0.887
O 3.154 -1.654 1.033
C 3.057 -0.403 0.485
C 2.331 -0.156 -0.628
O 2.262 1.067 -1.195
C 2.929 2.082 -0.610
C 2.750 3.377 -1.357
O 3.443 4.401 -0.698
C 3.662 1.942 0.507
C 3.809 0.659 1.179
O 4.463 0.471 2.186
C -0.923 -0.803 -1.929
C -2.249 -0.621 -1.571
C -2.639 -0.616 -0.243
O -3.963 -0.503 0.111
C -4.517 0.807 0.216
C -3.744 1.688 1.195
C -4.655 1.498 -1.142
H -0.416 -0.400 3.152
H -0.755 -2.140 2.924
H -1.792 -1.159 3.987
H 0.407 -1.183 1.143
H 1.603 -1.114 -2.394
H 2.872 -4.730 0.348
H 3.732 -3.880 1.583
H 3.121 3.236 -2.385
H 1.672 3.593 -1.417
H 3.330 5.223 -1.186
H 4.168 2.798 0.920
H -0.642 -0.805 -2.971
H -3.001 -0.499 -2.335
H -5.517 0.608 0.619
H -3.621 1.170 2.142
H -4.285 2.616 1.362
H -2.758 1.923 0.796
H -5.232 2.411 -1.027
H -3.676 1.753 -1.544
H -5.169 0.847 -1.845

Summary:
HOMO-LUMO gap in eV: 8.8
Max |F| in eV/A: 1.2
Multiplicity: 1
HOMO energy in eV: -8.52
Structure (SMILES): COc1cc([C@@H]2C(C#N)=C(N)Oc3c2oc(CO)cc3=O)ccc1OC(C)C

Entry from the OMol25 dataset: one molecule with the formula C20H20N4O3 (ωB97M-V/def2-TZVPD).

Cartesian coordinates (Å):
C 3.331 1.561 5.400
C 2.558 0.368 4.850
N 2.618 0.335 3.407
C 3.111 -0.698 2.711
O 3.546 -1.722 3.194
C 3.073 -0.457 1.188
N 1.725 -0.398 0.673
C 0.955 0.701 0.754
O 1.337 1.734 1.290
C -0.390 0.530 0.126
N -0.628 -0.659 -0.338
N -1.774 -0.965 -0.912
C -1.864 -2.321 -1.440
C -1.281 -2.364 -2.829
C -2.070 -2.032 -3.923
C -1.527 -2.023 -5.196
C -0.192 -2.341 -5.384
C 0.599 -2.667 -4.296
C 0.058 -2.675 -3.022
C -2.835 -0.091 -1.097
O -3.856 -0.462 -1.644
C -2.598 1.253 -0.575
C -3.603 2.213 -0.700
C -3.403 3.488 -0.223
C -2.192 3.821 0.382
C -1.188 2.888 0.512
C -1.372 1.583 0.038
H 3.264 1.580 6.485
H 4.378 1.495 5.117
H 2.922 2.490 5.009
H 2.987 -0.570 5.209
H 1.511 0.424 5.169
H 2.265 1.140 2.897
H 3.567 0.496 0.975
H 3.607 -1.269 0.695
H 1.301 -1.226 0.282
H -1.313 -2.976 -0.763
H -2.922 -2.587 -1.457
H -3.108 -1.776 -3.770
H -2.146 -1.766 -6.042
H 0.231 -2.335 -6.378
H 1.641 -2.914 -4.439
H 0.677 -2.929 -2.174
H -4.527 1.922 -1.176
H -4.180 4.232 -0.318
H -2.039 4.823 0.753
H -0.252 3.147 0.979

Summary:
HOMO-LUMO gap in eV: 8.6
Max |F| in eV/A: 1.0
Multiplicity: 1
HOMO energy in eV: -8.91
Structure (SMILES): CCNC(=O)CNC(=O)c1nn(Cc2ccccc2)c(=O)c2ccccc12

Entry from the OMol25 dataset: one molecule with the formula C20H20N4O3S2 (ωB97M-V/def2-TZVPD).

Cartesian coordinates (Å):
C -8.532 0.171 0.568
C -7.724 0.682 -0.616
O -6.334 0.751 -0.307
C -5.625 -0.384 -0.430
O -6.091 -1.432 -0.810
C -4.234 -0.154 -0.055
S -3.790 1.450 0.479
C -2.161 0.936 0.694
N -1.188 1.762 1.131
C -0.011 1.234 1.246
C 1.108 2.091 1.737
S 2.281 2.541 0.405
C 3.289 1.118 0.385
N 2.989 -0.015 0.968
C 4.045 -0.853 0.701
C 4.249 -2.178 1.064
C 5.419 -2.774 0.641
C 6.363 -2.083 -0.120
C 6.173 -0.767 -0.492
C 5.001 -0.160 -0.073
N 4.492 1.109 -0.250
C 5.064 2.177 -1.025
C 4.648 2.087 -2.490
N 0.274 -0.053 0.955
C -0.657 -0.984 0.481
O -0.312 -2.115 0.221
C -1.983 -0.407 0.366
C -3.180 -1.036 -0.066
C -3.246 -2.466 -0.462
H -8.356 0.796 1.440
H -8.242 -0.851 0.801
H -9.590 0.189 0.323
H -8.007 1.704 -0.875
H -7.862 0.024 -1.481
H 0.707 3.036 2.100
H 1.689 1.584 2.505
H 3.513 -2.709 1.645
H 5.612 -3.804 0.901
H 7.264 -2.593 -0.427
H 6.905 -0.240 -1.086
H 6.152 2.116 -0.933
H 4.725 3.125 -0.597
H 3.567 2.170 -2.578
H 4.961 1.136 -2.915
H 5.106 2.893 -3.055
H 1.267 -0.348 1.037
H -2.458 -2.683 -1.181
H -3.060 -3.091 0.410
H -4.219 -2.705 -0.878

Summary:
HOMO-LUMO gap in eV: 8.4
Max |F| in eV/A: 0.8
Multiplicity: 1
HOMO energy in eV: -8.24
Structure (SMILES): CCOC(=O)c1sc2nc(CSc3nc4ccccc4n3CC)[nH]c(=O)c2c1C